ORCA calculation (ωB97M-V/def2-TZVPD) on a molecular structure, C40H34AsO6SSiV.

Computed properties:
E_HOMO (alpha / beta), eV: -3.7 / -4.5
Multiplicity: 4
Lowest unoccupied orbital energy (alpha / beta), eV: 2.453 / 2.452
Max |F|, eV/A: 1.0
ΔE to the lowest compared entry with this formula, charge and spin, kcal per mole: 0.00
Net charge: -1

Each line ends with the Mulliken spin population.
CARTESIAN COORDINATES (ANGSTROEM)
V: 0.348 -2.329 -0.156  3.08
O: -1.589 -2.726 3.210  0.00
C: -0.474 -2.879 2.507  0.01
O: -0.338 -3.661 1.593  0.01
C: 0.658 -1.945 2.896  0.00
O: 1.550 -1.906 1.807  -0.01
C: 2.683 -2.792 1.888  0.01
C: 2.779 -3.810 0.738  0.00
O: 3.682 -4.633 0.856  0.01
O: 1.980 -3.659 -0.238  -0.01
H: -2.302 -3.223 2.779  0.00
H: 0.244 -0.950 3.063  -0.01
H: 1.149 -2.284 3.812  0.00
H: 3.581 -2.170 1.863  0.00
H: 2.659 -3.339 2.831  0.00
S: -0.617 -2.491 -2.475  -0.02
C: -0.045 -1.153 -3.449  -0.01
C: -0.639 -0.965 -4.715  0.00
C: -0.248 0.049 -5.564  0.00
C: 0.769 0.931 -5.201  0.00
C: 1.370 0.767 -3.967  -0.01
C: 0.967 -0.243 -3.095  0.06
As: 1.799 -0.469 -1.368  -0.04
C: 3.675 -0.704 -1.834  0.00
C: 4.574 0.347 -1.984  0.00
C: 5.893 0.095 -2.333  0.00
C: 6.322 -1.210 -2.533  0.00
C: 5.430 -2.262 -2.385  0.00
C: 4.110 -2.014 -2.036  0.00
C: 1.835 1.330 -0.632  0.02
C: 2.656 1.542 0.477  -0.01
C: 2.703 2.783 1.091  0.00
C: 1.906 3.822 0.622  0.00
C: 1.067 3.609 -0.459  0.00
C: 1.033 2.369 -1.090  -0.01
H: -1.424 -1.649 -5.010  0.00
H: -0.736 0.153 -6.526  0.00
H: 1.085 1.722 -5.869  0.00
H: 2.171 1.435 -3.665  0.00
H: 4.246 1.368 -1.825  0.00
H: 6.587 0.919 -2.447  0.00
H: 7.354 -1.406 -2.798  0.00
H: 5.762 -3.283 -2.524  0.00
H: 3.421 -2.839 -1.892  0.02
H: 3.263 0.728 0.859  0.00
H: 3.354 2.936 1.944  0.00
H: 1.934 4.790 1.107  0.00
H: 0.424 4.403 -0.818  0.00
H: 0.363 2.211 -1.925  0.00
O: -1.083 -1.096 0.542  -0.21
Si: -2.131 -0.003 1.002  0.06
C: -3.809 -0.828 1.281  0.00
C: -3.956 -2.174 0.934  0.01
C: -5.157 -2.844 1.132  0.00
C: -6.241 -2.174 1.682  0.00
C: -6.122 -0.831 2.015  0.00
C: -4.919 -0.169 1.810  0.00
C: -1.614 0.853 2.609  0.01
C: -0.481 1.676 2.572  0.00
C: 0.021 2.266 3.725  0.00
C: -0.604 2.048 4.944  0.00
C: -1.731 1.237 5.004  0.00
C: -2.223 0.650 3.847  0.00
C: -2.347 1.327 -0.308  0.00
C: -2.242 0.914 -1.640  0.00
C: -2.331 1.824 -2.684  0.00
C: -2.534 3.171 -2.410  0.00
C: -2.652 3.598 -1.095  0.00
C: -2.558 2.682 -0.055  0.00
H: -3.118 -2.684 0.468  0.02
H: -5.250 -3.884 0.844  0.00
H: -7.180 -2.691 1.838  0.00
H: -6.969 -0.300 2.431  0.00
H: -4.845 0.883 2.069  0.00
H: 0.024 1.853 1.627  0.00
H: 0.904 2.894 3.668  0.00
H: -0.215 2.506 5.846  0.00
H: -2.223 1.059 5.952  0.00
H: -3.092 0.005 3.915  0.00
H: -2.055 -0.133 -1.858  -0.01
H: -2.215 1.481 -3.705  0.00
H: -2.595 3.887 -3.221  0.00
H: -2.805 4.650 -0.879  0.00
H: -2.623 3.035 0.969  0.00